[1]
Density functional theory data (wB97M-V/def2-TZVPD) for a 8-piece molecular cluster, C15H46N2O8 overall.

Last column: Löwdin charge in e.
Atoms and positions in Å:
C: -0.63787 -0.16545 6.75295  -0.742
O: -1.07625 0.72290 7.48570  0.011
N: -0.59438 -0.10276 5.41447  0.149
N: -0.21218 -1.34020 7.15493  0.152
H: -0.75614 0.81268 5.01963  0.114
H: -0.10968 -0.86356 4.96020  0.095
H: -0.38341 -1.65891 8.09790  0.121
H: 0.18907 -1.92677 6.43727  0.098
C: 2.47444 5.51785 -4.38664  -0.101
C: 3.40756 4.54779 -3.69984  -0.350
O: 3.36892 4.89384 -2.35367  -0.082
H: 1.42633 5.32822 -4.15517  0.075
H: 2.63415 5.35450 -5.45243  0.073
H: 2.72905 6.51189 -4.01899  0.077
H: 4.39504 4.76280 -4.10818  0.115
H: 2.96130 3.56008 -3.81553  0.111
H: 4.18202 5.38602 -2.21866  0.085
C: -2.52785 -4.87785 -7.06295  -0.114
C: -2.80073 -4.67649 -5.58911  -0.325
O: -1.80650 -3.78299 -5.11132  -0.081
H: -3.33886 -5.48299 -7.46813  0.066
H: -1.64415 -5.50054 -7.20240  0.075
H: -2.66143 -3.95738 -7.63128  0.077
H: -2.73111 -5.68725 -5.18711  0.104
H: -3.83596 -4.35652 -5.47075  0.114
H: -0.92065 -4.14124 -5.01894  0.083
C: 6.56114 -1.59360 -1.88997  -0.114
C: 6.14300 -0.19427 -2.27805  -0.295
O: 6.29354 0.45443 -1.01737  -0.097
H: 7.57244 -1.63296 -1.48522  0.076
H: 6.59499 -2.32939 -2.69342  0.065
H: 5.89329 -2.06961 -1.17200  0.073
H: 5.09006 -0.14239 -2.55505  0.109
H: 6.86392 0.19881 -2.99490  0.109
H: 5.43374 0.78392 -0.74578  0.074
C: -6.53684 1.66867 -1.73351  -0.092
C: -6.88850 0.46254 -0.85503  -0.365
O: -6.02268 -0.49201 -1.24042  -0.073
H: -5.51143 2.01192 -1.59630  0.072
H: -7.19255 2.46785 -1.38788  0.069
H: -6.70742 1.48179 -2.79373  0.078
H: -7.88409 0.06389 -1.04989  0.121
H: -6.66761 0.73622 0.17668  0.109
H: -5.17011 -0.06262 -1.34220  0.081
C: -0.18041 -0.31608 -0.33093  -0.076
C: 0.85541 0.58475 -1.08848  -0.303
O: 1.41098 1.43555 -0.11245  -0.095
H: 0.27833 -0.99380 0.38904  0.062
H: -0.83301 -0.94719 -0.93420  0.064
H: -0.87691 0.31374 0.22251  0.067
H: 0.22130 1.27745 -1.64179  0.101
H: 1.59839 0.09317 -1.71652  0.102
H: 1.99617 2.10119 -0.48132  0.076
C: 2.71196 -6.13867 4.88836  -0.086
C: 3.20120 -4.73318 4.67262  -0.377
O: 2.27396 -3.77830 4.26801  -0.073
H: 3.65093 -6.64092 5.12113  0.077
H: 2.30455 -6.63315 4.00654  0.081
H: 2.13155 -6.03861 5.80553  0.077
H: 3.93285 -4.85166 3.87340  0.106
H: 3.73589 -4.42163 5.56992  0.111
H: 2.63115 -2.97338 3.88576  0.086
C: -3.96323 5.27856 3.27007  -0.100
C: -3.08344 4.03476 3.16109  -0.298
O: -2.02594 4.31987 4.08112  -0.098
H: -3.76201 6.10095 2.58357  0.076
H: -4.04549 5.65945 4.28804  0.070
H: -4.92924 4.82057 3.05756  0.067
H: -2.80132 3.96538 2.11052  0.110
H: -3.60904 3.12398 3.44803  0.103
H: -2.42021 4.66635 4.88492  0.069

Force components x, y, z for each atom (eV/Å):
-1.4 2.2 0.9
0.3 -0.5 -0.5
-0.1 0.8 -1.3
1.1 -2.6 1.3
0.3 -0.4 -0.4
-0.2 0.8 -0.6
0.2 0.1 -0.4
-0.1 -0.5 0.9
0.0 -0.3 -0.6
-1.5 1.0 -0.6
0.9 -0.2 1.7
0.1 -0.1 0.1
-0.3 0.6 -0.3
0.0 0.2 -0.5
0.2 -1.0 -0.2
0.9 -0.4 -0.2
-0.1 0.1 0.6
-1.6 -0.7 -0.4
1.3 -0.9 -1.4
-0.9 1.0 1.0
-0.2 -0.4 0.0
0.3 0.7 -0.3
0.9 0.1 0.0
0.0 0.1 0.8
0.4 0.7 0.6
-0.3 -0.6 -0.2
0.1 -1.7 -0.9
0.5 -1.2 1.6
-0.2 1.4 0.2
-0.1 0.4 0.2
-0.1 0.2 -0.6
-0.1 0.4 0.2
0.2 0.0 -0.7
-0.4 0.3 -0.2
0.1 0.2 0.1
-1.6 0.7 0.6
0.2 2.1 -0.7
2.1 -3.2 -0.6
0.1 -0.2 0.2
0.1 0.5 -0.4
-0.1 -0.1 0.1
-0.2 0.4 0.4
-0.8 0.1 0.4
0.2 -0.4 0.0
0.6 -0.1 -0.1
-2.2 0.5 0.7
0.9 -0.2 1.2
0.3 0.1 0.0
0.3 0.1 -0.6
0.3 0.3 0.1
0.0 -0.4 -1.1
-0.1 -0.3 0.1
-0.1 0.0 -0.3
0.3 0.9 0.7
1.9 0.0 -1.4
-2.0 0.2 0.2
-0.1 -0.4 0.2
-0.5 0.2 0.3
-0.7 -1.1 -0.3
0.5 0.4 -0.1
0.0 0.1 0.2
0.5 -0.3 0.1
-1.7 -1.2 -0.5
0.0 2.1 1.2
1.3 -1.1 -0.8
0.2 -0.2 0.0
0.2 0.0 0.0
-0.7 0.9 -0.3
0.9 -0.3 0.3
-0.1 0.0 0.0
-0.1 -0.1 -0.1

Summary:
SMILES string ... NC(N)=O.CCO.CCO.CCO.CCO.CCO.CCO.CCO
Charge ... 0
Multiplicity ... 1
Energy ... -35657.025 eV
Frontier orbital gap ... 9.771 eV
LUMO level ... 0.0077 Ha


[2]
Density functional theory data (wB97M-V/def2-TZVPD) for C4H11ClDyNO3Sc as an isolated structure.

Last column: Mulliken spin population.
Atoms and positions in Å:
Dy: 0.62844 -0.39431 -3.46066  4.876
Cl: 1.93308 0.31364 -1.41922  -0.001
C: -0.78700 0.14946 -5.33622  0.039
C: 2.48228 -0.63650 -4.79758  0.010
H: -0.51194 -0.49675 -6.19456  0.002
H: -1.81572 -0.13432 -5.06124  0.007
H: -0.86910 1.18279 -5.75658  -0.002
H: 2.23835 -1.16128 -5.74410  0.001
H: 3.14733 -1.27076 -4.20974  0.009
H: 3.05824 0.29240 -5.07584  -0.002
Sc: 0.04454 0.09100 0.23546  0.046
C: -1.85439 1.20156 -0.21831  -0.001
C: -0.42365 -1.78122 -0.51192  0.011
H: -2.36910 0.88010 -1.14245  0.001
H: -2.60797 0.97933 0.53986  0.000
H: -1.86795 2.30715 -0.28985  0.000
H: 0.31032 -2.54105 -0.14669  0.001
H: -1.32537 -2.18196 -1.06107  0.001
O: 0.08690 1.10862 3.86429  0.000
N: 0.14566 0.84931 2.70549  -0.001
O: -0.20878 -0.39911 2.25184  0.001
O: 0.56511 1.64211 1.80450  0.000

Force components x, y, z for each atom (eV/Å):
-1.4 -0.7 0.0
1.3 1.3 0.6
-0.3 0.4 -0.2
0.7 0.4 -0.7
0.0 0.1 0.3
0.0 0.0 -0.1
0.1 -0.6 0.4
0.1 0.2 0.4
0.4 -0.2 0.0
-0.5 -0.8 0.3
-1.1 -0.6 -1.0
-0.3 0.6 -0.7
-0.3 0.1 -1.6
0.2 -0.1 0.0
0.0 -0.2 0.4
0.2 -0.2 0.1
-0.5 -0.1 -0.5
0.8 -0.1 0.9
-0.1 0.3 0.2
-0.1 -2.2 -1.2
0.8 2.7 1.4
-0.2 -0.5 1.0

Summary:
Charge ... -1
Multiplicity ... 6
Energy ... -69261.490 eV
Frontier orbital gap (spin up / spin down) ... 5.373 / 5.340 eV
LUMO level (spin up / spin down) ... 0.0898 / 0.0906 Ha